# 1
15
Properties=species:S:1:pos:R:3:forces:R:3 method="wB97M-V/def2-TZVPD" e_homo_ev=-9.53 multiplicity=1 e_tot_ha=-341.77775 e_above_lowest_kj_mol=593.08 lumo_energy_ev=0.9
O -3.1324 0.2094 -0.3017 3.9 -2.0 3.6
N -0.9267 -0.2014 -0.2377 3.0 0.9 6.4
N 0.4827 0.0095 0.3992 -4.2 -1.9 -0.2
C 2.6077 0.0535 -0.0030 -3.0 0.6 5.7
C 1.3293 1.0240 -0.0103 2.7 3.9 2.5
C 1.4743 -0.8789 -0.1346 -1.4 -2.9 0.4
C -2.1083 -0.1451 0.4446 -4.8 1.5 -1.4
H 1.4184 -1.7209 0.4583 0.6 -2.4 1.0
H 1.2587 2.0430 0.4151 0.2 -0.7 0.7
H 3.2553 -0.1725 -0.7035 3.2 0.5 -4.2
H -2.3427 -0.4376 1.6436 1.4 0.9 -3.3
H 1.4023 1.2341 -0.9628 -0.9 1.0 -5.7
H 1.2624 -1.1824 -1.1376 -0.1 0.1 -1.0
H 3.1676 -0.1026 0.9478 -0.8 0.5 -0.3
H -1.0729 -0.3147 -1.1582 0.0 0.1 -4.3

# 2
24
Properties=species:S:1:pos:R:3:forces:R:3 method="wB97M-V/def2-TZVPD" e_homo_ev=-8.24 multiplicity=1 smiles=CNC[C@H](C)NC.O e_tot_ha=-384.73611 e_above_lowest_kj_mol=320.23 lumo_energy_ev=0.8
O 1.2308 -0.7364 -2.0776 0.2 0.5 -2.7
N 0.0450 1.6718 0.7632 -2.3 -3.1 -4.5
N -1.3337 -0.9861 0.0037 -0.3 -3.0 1.1
C -2.2722 -1.9879 0.6366 1.5 2.1 3.3
C 2.1192 0.1111 0.4571 -1.7 3.0 2.5
C -0.1036 -0.8915 0.7981 -1.1 2.0 -0.3
C 0.6136 0.3767 0.1313 0.3 -0.1 4.7
C -0.3611 2.5420 -0.3308 1.2 0.8 -1.7
H -1.6079 -0.0447 -0.0307 -1.6 1.2 0.0
H 0.8790 -0.2467 -2.8752 0.5 -1.0 1.3
H 0.6576 2.9814 -0.8956 -2.7 -1.2 0.6
H -0.8747 3.4671 -0.0392 0.0 -0.4 0.4
H 0.4038 -1.8454 0.7397 0.6 0.0 -0.2
H 0.4180 2.0938 1.5257 1.7 1.2 2.4
H 2.5348 1.1313 0.7161 0.2 -1.2 -0.7
H 0.5980 -1.4273 -1.8963 -0.6 -0.3 0.0
H 0.3336 0.4719 -0.8951 0.3 -0.1 0.1
H -1.1344 1.9898 -1.0580 2.1 1.2 1.3
H -0.2962 -0.6863 1.9266 0.3 -0.1 -1.6
H 2.1805 -0.4661 1.4154 0.1 0.3 -1.0
H 2.5403 -0.3548 -0.3607 1.4 -0.9 -1.3
H -1.6356 -2.6156 1.2734 0.2 -0.4 -0.7
H -2.8590 -2.6006 0.0531 -1.0 -1.0 -2.0
H -2.9388 -1.6587 1.4995 0.4 0.6 -1.2

# 3
113
Properties=species:S:1:pos:R:3:forces:R:3 method="wB97M-V/def2-TZVPD" e_homo_ev="-3.84 / -3.84" multiplicity=2 s_squared=0.765 e_tot_ha=-3617.43272 e_above_lowest_kj_mol=293.80 total_charge=-1 lumo_energy_ev="2.0 / 1.8"
Hf -1.0405 -0.8802 -0.2632 0.4 0.6 -0.2
Sb -2.6755 -4.0437 -1.6297 0.0 0.2 0.0
S -2.1667 -6.1072 -0.8370 0.0 -0.1 0.1
S -3.1351 -2.8251 0.5785 -0.1 -0.2 0.1
S -0.4999 -2.8838 -1.7092 -0.1 -0.1 0.2
O -2.9870 -0.7134 -0.9203 0.2 0.1 0.2
O -1.6696 1.3530 -1.1008 0.1 0.0 0.0
N 1.2671 1.5472 0.9542 -0.1 -0.1 0.0
N -0.0072 1.0561 0.8621 0.1 0.0 -0.3
N 1.8934 0.5467 -1.2653 0.1 0.1 -0.1
N 2.1902 -0.7945 0.8779 0.0 -0.1 0.0
N -1.4888 -0.4985 1.8134 -0.2 -0.3 0.0
N -4.2241 -0.4740 1.0942 -0.2 0.0 0.0
N 0.7041 0.0489 -1.7246 -0.1 -0.3 0.1
N 1.0595 -1.5558 0.8201 -0.3 0.1 0.0
C -5.2172 -1.5729 -0.8442 -0.1 0.0 0.1
C -7.4823 -2.4017 -0.8399 0.0 0.0 0.1
C 2.6068 -2.6598 1.9844 -0.1 0.1 0.2
C 2.4806 3.4654 2.0800 0.0 0.0 0.0
C -0.3557 -3.6491 3.0946 0.0 0.0 0.0
C -2.8540 3.3732 -1.3082 0.0 0.0 0.0
C -3.6022 1.7125 3.0501 0.1 0.0 0.0
C 4.5452 -0.9584 1.7571 0.0 0.0 -0.1
C -7.6043 -2.0937 -2.1892 0.0 0.0 -0.1
C 5.0066 0.6937 -3.0550 0.0 0.0 0.0
C -0.3203 -0.4283 -3.9910 0.0 0.0 0.0
C 1.2551 2.6766 1.7224 -0.1 0.0 0.0
C 0.7289 0.1297 -3.0600 0.0 0.0 -0.1
C 1.9311 0.7175 -3.4650 0.0 0.0 0.0
C -2.2345 2.3956 0.9844 -0.1 0.0 0.1
C -1.6711 0.2874 -3.9447 0.0 0.0 0.0
C 5.3476 -1.2313 0.4822 0.0 0.0 0.0
C -0.0145 2.9576 2.1182 0.1 0.1 0.0
C -0.7348 0.4671 2.2508 -0.3 0.0 0.1
C 4.0214 2.9861 -2.7606 0.0 0.0 0.0
C 0.1116 0.3766 3.4950 0.1 0.0 0.0
C -0.9108 1.9174 1.5965 0.2 -0.1 0.1
C -3.6474 1.9747 1.5477 0.0 0.0 0.0
C 3.4050 2.6789 3.0091 0.0 0.0 0.0
C -4.4846 0.9255 0.7855 0.0 0.0 -0.1
C 0.8300 -5.1206 1.4079 0.0 0.0 0.0
C 0.2525 -3.7368 1.6954 0.0 -0.1 0.0
C 3.1372 -1.4517 1.5875 0.0 -0.1 -0.1
C 1.2894 -2.6739 1.4989 0.1 0.0 -0.1
C -6.5323 -1.5275 -2.8611 0.0 0.0 0.0
C 5.2151 -1.5963 2.9696 0.0 0.0 0.0
C -6.2974 -2.1390 -0.1727 -0.1 0.0 0.0
C -2.2024 2.2728 -0.5199 -0.1 0.1 0.0
C 4.0276 1.5458 -2.2433 0.0 0.0 0.0
C 3.2194 3.9885 0.8501 0.0 0.0 0.0
C -5.3415 -1.2694 -2.1937 0.1 0.0 0.1
C -3.9377 -1.2939 -0.0773 0.4 0.0 -0.2
C 2.6448 0.9573 -2.3104 0.0 0.0 0.0
C 0.1970 -0.4584 -5.4282 0.0 0.0 0.0
B 2.2645 0.6096 0.2409 0.0 0.1 0.1
H -3.0563 0.8015 3.2888 0.0 0.0 0.0
H 2.5466 4.5474 0.1972 0.0 0.0 0.0
H -4.2344 2.8912 1.4196 0.0 0.0 0.0
H 0.4084 -3.8032 3.8638 0.0 0.0 0.0
H 5.0179 3.4278 -2.6847 0.0 0.0 0.0
H 3.8395 1.8238 2.4916 -0.1 0.1 0.0
H 2.8615 2.3066 3.8789 0.0 0.0 0.0
H -1.1238 -4.4154 3.2148 0.0 0.0 0.0
H -6.6156 -1.2941 -3.9161 0.0 0.0 0.0
H -5.5308 1.1578 1.0257 0.0 0.0 0.0
H 1.1712 0.2789 3.2366 0.0 0.0 0.0
H -0.5305 -0.9632 -6.0655 0.0 0.0 0.0
H -4.4910 -0.8460 -2.7109 0.0 0.0 0.0
H -3.1177 2.5413 3.5747 0.0 0.0 0.0
H 3.7183 3.0132 -3.8095 0.0 0.0 0.0
H -3.4288 -0.5606 1.7204 0.0 0.0 0.0
H 0.0441 -5.8719 1.4844 0.0 0.0 0.0
H 2.2585 0.9039 -4.4726 0.0 0.0 0.0
H 4.3611 1.5527 -1.2083 0.0 0.0 0.0
H 3.6502 3.1729 0.2712 0.0 0.0 0.0
H 3.3721 1.0242 0.3659 0.1 0.0 0.0
H -3.7749 3.7055 -0.8277 0.0 0.0 0.0
H 2.1056 4.3294 2.6359 0.0 0.0 0.0
H 4.7352 0.6995 -4.1128 0.0 0.0 0.0
H 4.6421 -1.4173 3.8805 0.0 0.0 0.0
H 4.2231 3.3131 3.3572 0.0 0.0 0.0
H 6.2193 -1.1901 3.1065 0.0 0.0 0.0
H 4.8758 -0.7571 -0.3788 0.0 0.0 0.0
H -0.5384 -3.5663 0.9645 0.0 0.0 0.0
H -8.5290 -2.3029 -2.7137 0.0 0.0 0.0
H -2.1698 4.2263 -1.3303 0.0 0.0 0.0
H 6.0222 1.0861 -2.9647 0.0 0.0 0.0
H -4.6163 1.6080 3.4398 0.0 0.0 0.0
H 1.1432 -0.9956 -5.5088 0.0 0.0 0.0
H -0.3124 3.8134 2.7035 0.0 0.0 0.0
H 6.3675 -0.8488 0.5741 0.0 0.0 0.0
H 1.2218 -5.1640 0.3906 0.0 0.0 0.0
H -0.0004 1.2445 4.1470 0.0 0.0 0.0
H 5.0050 -0.3438 -2.7208 0.0 0.0 0.0
H 1.6322 -5.3719 2.1092 0.0 0.0 0.0
H 5.3111 -2.6762 2.8400 0.0 0.0 0.0
H -0.4851 -1.4599 -3.6682 0.0 0.1 0.0
H 4.5214 0.1215 1.9094 0.0 0.0 0.0
H 4.0326 4.6516 1.1536 0.0 0.0 0.0
H -2.2985 -0.0867 -4.7577 0.0 0.0 0.0
H -2.2019 0.1126 -3.0117 0.0 0.0 0.0
H -0.8235 -2.6741 3.2456 0.0 0.0 0.0
H -3.0469 3.0376 -2.3245 0.0 0.0 0.0
H -4.3765 1.0910 -0.2931 0.0 0.0 0.0
H -0.1873 -0.5304 4.0162 0.0 0.0 0.0
H 3.0980 -3.4305 2.5530 0.0 0.0 0.0
H -1.5534 1.3674 -4.0753 0.0 0.0 0.0
H 3.3238 3.6069 -2.1976 0.0 0.0 0.0
H 0.3399 0.5510 -5.8260 0.0 0.0 0.0
H -6.1903 -2.3784 0.8778 0.0 0.0 0.0
H -2.2125 3.4749 1.1698 0.0 0.0 0.0
H -8.3117 -2.8532 -0.3087 0.0 0.0 0.0
H 5.3961 -2.3043 0.2859 0.0 0.0 0.0

# 4
10
Properties=species:S:1:pos:R:3:forces:R:3 method="wB97M-V/def2-TZVPD" e_homo_ev=-10.57 multiplicity=1 smiles="FC1=C[C@H](F)[C@H]1F" e_tot_ha=-453.72570 e_above_lowest_kj_mol=106.36 lumo_energy_ev=0.9
F -2.7036 -0.5861 0.4356 -1.3 0.1 0.1
F -0.7743 2.2357 -0.2256 -0.6 -0.1 0.4
F 1.5919 -0.0521 0.7761 -1.1 0.4 -1.3
C 0.5475 0.2466 -0.1839 -1.0 -2.2 2.3
C -0.4675 -0.9932 -0.3164 0.9 1.1 -0.3
C -0.5825 1.0792 0.5048 -0.7 -2.9 -4.9
C -1.4956 -0.2525 0.1335 3.5 1.4 0.8
H -0.3345 -2.0808 -0.6134 -0.2 1.7 0.4
H -0.3394 1.2932 1.4662 0.2 0.6 3.0
H 0.9697 0.7579 -1.0265 0.3 -0.2 -0.5